{
  "formula": "C3H7NO2",
  "method": "ωB97M-V/def2-TZVPD",
  "symbols": ["C", "N", "C", "O", "C", "O", "H", "H", "H", "H", "H", "H", "H"],
  "xyz": [[1.95918, 0.09153, -0.13616], [0.59048, 0.52767, -0.36545], [-0.42948, 0.04452, 0.43084], [-0.07288, -0.06042, 1.74112], [-1.66159, -0.24270, -0.01837], [-1.91128, -0.25325, -1.38809], [2.65467, 0.89327, -0.40284], [2.08866, -0.12661, 0.92417], [2.22387, -0.80767, -0.71017], [0.30431, 0.51313, -1.33587], [-2.47528, -0.51564, 0.65109], [-0.76895, -0.54780, 2.19961], [-2.50170, 0.48399, -1.58987]],
  "atomic_forces_ev_per_a": [[0.2, 0.0, 0.1], [-0.2, -0.1, -0.1], [-0.1, 0.0, -0.2], [-0.1, -0.1, 0.1], [0.2, 0.0, 0.3], [-0.1, 0.2, -0.1], [-0.1, -0.1, 0.0], [0.0, 0.0, -0.2], [-0.1, 0.1, 0.1], [0.0, 0.1, 0.1], [0.1, 0.0, -0.1], [0.1, 0.1, 0.0], [0.1, -0.1, 0.0]],
  "mulliken_charge": [-0.851, -0.289, 0.551, -0.501, -0.423, -0.530, 0.253, 0.342, 0.265, 0.288, 0.278, 0.305, 0.313],
  "gap_ev": 8.5,
  "de_lowest_kcal_mol": 46.93,
  "lumo_energy_ev": 0.8
}

---

{
  "formula": "C3H7NO2S",
  "method": "ωB97M-V/def2-TZVPD",
  "symbols": ["C", "C", "C", "N", "O", "O", "S", "H", "H", "H", "H", "H", "H", "H"],
  "xyz": [[-0.59749, 0.06155, -1.38999], [0.24688, 0.25947, -0.16590], [0.03348, -0.86145, 0.88664], [1.48199, 0.40168, -0.91532], [1.23169, -2.11054, -1.61218], [1.54870, -0.45668, -3.49150], [1.05249, -0.75874, -2.16014], [-1.49366, -0.58114, -1.44479], [-0.55578, 0.96333, -1.96176], [0.07576, 1.17840, 0.43679], [0.03783, -1.84303, 0.41937], [-0.82887, -0.63807, 1.45191], [0.94110, -0.93303, 1.56611], [2.23886, 0.10919, -0.18312]],
  "atomic_forces_ev_per_a": [[0.6, -1.4, -1.6], [-1.5, 0.0, 1.2], [3.2, -0.4, -0.6], [3.0, -1.3, 2.1], [-0.1, 1.4, -1.1], [-0.8, 0.0, 1.7], [-0.5, -0.3, 1.9], [0.5, 0.6, 0.2], [-0.9, 0.6, -0.5], [-0.1, -0.1, -1.0], [-0.5, 0.0, 0.0], [-1.0, 0.0, 0.6], [-1.1, 0.4, -0.5], [-0.8, 0.5, -2.4]],
  "mulliken_charge": [-0.725, 0.234, -1.238, -0.513, -0.541, -0.573, 0.945, 0.352, 0.330, 0.378, 0.349, 0.372, 0.299, 0.331],
  "gap_ev": 11.0,
  "de_lowest_kcal_mol": 67.26,
  "lumo_energy_ev": 0.8
}

---

{
  "formula": "C3H7NO2S",
  "method": "ωB97M-V/def2-TZVPD",
  "symbols": ["C", "C", "C", "N", "O", "O", "S", "H", "H", "H", "H", "H", "H", "H"],
  "xyz": [[-0.39539, 0.74422, 0.09347], [0.44922, 1.15404, 1.16637], [-0.37687, -0.81434, -1.67214], [0.23593, 0.04596, -0.78929], [-1.56792, -1.27888, -1.61209], [0.34175, -1.06009, -2.86725], [1.23128, -2.58817, -0.13320], [-1.47468, 0.90564, 0.16054], [0.03375, 2.02570, 1.69729], [1.54723, 1.44203, 1.12894], [0.44857, 0.32725, 1.86538], [-1.75800, -1.95390, -2.24621], [1.24541, -0.97758, -2.60609], [2.10045, -1.78894, 0.35733]],
  "atomic_forces_ev_per_a": [[0.7, -1.0, -1.6], [1.5, 2.8, 2.9], [4.3, -0.6, -1.4], [-1.7, -0.3, -1.4], [-0.5, 1.3, 1.1], [-3.6, 0.4, 2.3], [-1.8, -1.3, -1.2], [0.1, -0.3, -0.1], [-0.2, -0.4, 0.1], [-1.3, -0.7, -1.2], [-0.1, -0.5, 0.5], [0.1, -0.9, -1.0], [1.4, 0.1, 0.4], [1.2, 1.4, 0.7]],
  "mulliken_charge": [0.025, -1.053, 0.551, -0.316, -0.388, -0.473, -0.476, 0.402, 0.361, 0.301, 0.272, 0.365, 0.418, 0.010],
  "gap_ev": [5.9, 6.6],
  "de_lowest_kcal_mol": 90.95,
  "lumo_energy_ev": [-1.1, -0.8]
}